DFT (ωB97M-V/def2-TZVPD) results for a molecular structure, S2.

The geometry in XYZ format:
```
2
Properties=species:S:1:pos:R:3:lowdin_charge:R:1
S 0.000 0.000 -1.366 0.000
S 0.000 0.000 1.366 0.000
```

Values from the calculation:
total charge: 0
F_max: 5.29 eV/A
energy: -796.16916 Ha
HOMO energy: -9.896 eV
multiplicity: 1
Kohn-Sham gap: 5.43 eV
relative energy (zero: lowest compared OMol25 entry of this formula, charge and spin): 398.56 kJ/mol

DFT (ωB97M-V/def2-TZVPD) results for a gas-phase ion, S3 (charge -2).

The geometry in XYZ format:
```
3
Properties=species:S:1:pos:R:3:lowdin_charge:R:1
S -1.170 -0.969 -0.604 -0.657
S 0.539 0.879 1.291 -0.662
S 0.631 0.089 -0.687 -0.682
```

Values from the calculation:
total charge: -2
F_max: 1.33 eV/A
energy: -1194.51238 Ha
HOMO energy: 2.270 eV
multiplicity: 1
Kohn-Sham gap: 4.24 eV
relative energy (zero: lowest compared OMol25 entry of this formula, charge and spin): 0.00 kJ/mol
structure (SMILES): [S-]S[S-]